# 1
17
Properties=species:S:1:pos:R:3:forces:R:3 method="wB97M-V/def2-TZVPD" de_lowest_ev=1.387 e_lumo_ev="3.31 / 3.31" total_charge=-1 multiplicity=2 e_homo_ev="1.18 / -5.48"
C 0.39769 0.88535 -1.39187 0.01 2.59 -0.86
C -0.16360 0.06924 -0.28450 1.09 -2.19 -0.08
C -1.69286 -0.05364 -0.36131 -0.68 -1.02 -1.22
S -2.52581 0.76871 1.03487 -0.16 -0.03 0.15
N 0.58960 -1.27961 -0.31758 -1.35 2.26 1.90
H -0.44030 1.24861 -2.11222 1.70 -0.47 1.03
H 0.91930 1.75720 -0.91496 -0.55 -0.06 -0.66
H 1.22117 0.41558 -1.92643 -0.40 -0.18 -0.22
H 0.08083 0.46536 0.71153 -0.06 0.13 -0.50
H -1.96691 -1.11814 -0.49420 0.03 0.28 0.83
H -2.19017 0.33909 -1.30389 0.94 0.19 1.09
H -1.57806 0.53388 1.96715 -0.16 -0.08 -0.22
H 1.24781 -1.44801 -1.02419 0.78 0.29 -1.32
H -0.05441 -2.00629 -0.28370 -1.13 -1.74 0.13
H 2.28420 0.29999 1.77053 0.67 1.46 -1.45
H 1.99936 -0.91187 2.35782 -0.57 -0.09 0.69
O 1.87216 0.03459 2.57295 -0.16 -1.34 0.72

---

# 2
72
Properties=species:S:1:pos:R:3:forces:R:3 method="wB97M-V/def2-TZVPD" de_lowest_ev=0.771 e_lumo_ev="-6.37 / -8.62" total_charge=+2 multiplicity=6 e_homo_ev="-12.70 / -14.04"
Ir -0.28526 0.61884 0.00830 -0.53 0.05 0.42
C -0.82473 0.74955 2.17863 0.00 -0.13 0.18
C 0.55770 0.35865 2.43137 0.12 0.06 -0.01
C 0.61916 -1.09612 2.33887 0.13 0.12 -0.02
C -0.68266 -1.52210 2.08232 -0.14 -0.11 0.01
C -1.59878 -0.42564 2.01369 0.03 -0.08 -0.06
C -3.08763 -0.55080 1.83059 0.00 -0.01 -0.03
C -3.79852 0.72821 2.27497 -0.01 0.01 0.02
C -3.60079 -1.74548 2.65328 0.02 0.02 0.06
C -3.37208 -0.82419 0.34010 0.00 -0.04 0.03
C 1.74828 -2.11697 2.49643 0.02 0.05 -0.04
C 1.27926 -3.48415 1.97575 -0.02 -0.06 -0.05
C 2.07699 -2.30583 3.99002 -0.03 -0.01 -0.06
C 3.00832 -1.75674 1.69449 -0.08 0.01 0.00
C 1.60484 1.45757 2.60860 0.00 0.03 -0.12
C 2.28366 1.66224 1.23875 0.00 -0.09 0.20
C 0.91218 2.78341 2.97170 -0.01 0.03 0.00
C 2.65986 1.19345 3.68430 -0.07 0.00 0.11
H -1.24081 1.70415 2.45520 0.03 -0.01 -0.09
H -0.97484 -2.55458 1.96163 -0.01 0.12 -0.04
H -3.58949 0.95085 3.32458 -0.03 -0.01 -0.06
H -4.87751 0.60511 2.16876 0.04 0.02 -0.01
H -3.50205 1.59092 1.67223 -0.01 -0.03 0.03
H -3.26922 -1.69112 3.69371 -0.04 0.02 -0.08
H -3.27176 -2.69914 2.23421 0.00 0.06 0.04
H -4.69189 -1.74256 2.64892 0.04 -0.02 -0.02
H -3.13403 0.04663 -0.28267 0.01 -0.03 0.03
H -4.43309 -1.04559 0.20229 0.04 0.03 -0.02
H -2.80079 -1.68749 -0.01519 -0.04 0.04 0.01
H 0.47404 -3.90105 2.58374 0.05 0.00 -0.04
H 2.11344 -4.18402 2.02541 -0.03 0.00 0.01
H 0.94479 -3.42943 0.93538 0.02 -0.01 0.06
H 1.19180 -2.64700 4.53121 0.04 0.01 -0.01
H 2.43401 -1.39873 4.46731 0.03 0.09 0.00
H 2.85011 -3.07079 4.09335 -0.03 0.04 0.00
H 2.76009 -1.56492 0.64530 0.02 -0.01 0.05
H 3.70280 -2.59812 1.72574 -0.03 0.04 0.00
H 3.53731 -0.89578 2.08991 0.00 0.03 -0.03
H 1.51417 1.72180 0.44394 -0.01 0.23 -0.26
H 2.97165 0.86584 0.97664 0.04 -0.08 0.00
H 2.80563 2.62120 1.20435 -0.01 -0.05 0.00
H 0.28246 3.15771 2.15923 0.04 -0.02 0.05
H 1.67758 3.53588 3.16528 -0.03 -0.02 -0.02
H 0.30759 2.68718 3.87622 0.03 0.01 -0.04
H 3.29068 0.33753 3.47645 -0.01 -0.05 0.01
H 2.19191 1.05419 4.66082 0.03 0.00 -0.03
H 3.31040 2.06728 3.75233 -0.01 -0.03 0.01
Cl 1.76701 -1.95595 -6.85710 0.02 -0.08 -0.08
C 1.35923 -1.07424 -5.47958 -0.01 -0.03 0.03
C 1.30583 0.32577 -5.54345 0.01 -0.07 -0.02
C 0.97629 1.03706 -4.42721 -0.05 -0.08 0.15
Cl 0.88566 2.73484 -4.48366 -0.01 0.03 0.05
C 0.68204 0.37663 -3.15148 0.06 -0.03 -0.19
O 0.39255 1.05646 -2.15854 -0.02 0.18 0.10
C 0.74840 -1.07596 -3.14644 -0.10 0.13 0.27
C 0.47949 -1.86111 -1.94424 0.03 0.11 -0.03
O 0.20901 -1.42205 -0.83683 0.00 0.03 -0.04
C 1.07288 -1.76064 -4.27650 0.09 -0.18 -0.31
H 1.52292 0.83276 -6.47338 0.00 -0.02 -0.02
H 0.53748 -2.95190 -2.06267 0.03 0.00 -0.04
H 1.11764 -2.84463 -4.25937 0.02 0.05 -0.08
S -1.76949 2.60585 -0.38127 0.18 -0.19 -0.16
C -0.88096 3.80508 -1.21809 0.30 0.10 0.12
N -1.57431 4.65262 -2.02732 -0.05 -0.01 0.05
C -1.00181 5.69801 -2.65949 -0.20 -0.01 -0.05
C 0.33052 5.91069 -2.50459 0.13 0.07 -0.03
C 1.01107 5.00794 -1.68100 0.00 -0.24 0.17
N 0.43437 3.98992 -1.06005 0.01 0.07 -0.08
H -2.56995 4.48929 -2.11614 -0.03 0.01 -0.05
H -1.64667 6.31983 -3.26392 -0.05 -0.02 0.01
H 0.82756 6.73723 -2.98803 0.01 0.00 0.02
H 2.07650 5.12419 -1.51140 -0.02 -0.02 -0.01

---

# 3
64
Properties=species:S:1:pos:R:3:forces:R:3 method="wB97M-V/def2-TZVPD" de_lowest_ev=0.000 e_lumo_ev=2.52 total_charge=-1 multiplicity=1 e_homo_ev=-2.98
Cd 1.16273 0.60613 1.13099 0.24 0.54 0.01
C 2.28754 -2.06145 -0.10911 -0.02 -0.15 0.07
N 2.70239 -0.72576 -0.55457 0.15 0.08 0.22
C 2.89155 -0.56868 -1.97643 0.08 -0.01 -0.15
C 1.60936 -0.21744 -2.66100 -0.04 0.10 -0.05
N 0.41796 -0.49325 -2.23689 0.06 0.08 -0.07
C -0.43367 0.14304 -3.12596 -0.02 -0.03 -0.02
C -1.82268 0.22297 -3.11736 0.00 -0.02 -0.02
C -2.43518 0.95739 -4.11712 0.02 0.02 0.02
C -1.68631 1.60794 -5.10819 0.00 -0.01 0.00
C -0.30353 1.53658 -5.13280 -0.02 -0.01 0.01
C 0.30195 0.79430 -4.12680 -0.01 0.02 -0.03
N 1.62111 0.51692 -3.82593 -0.08 0.06 0.01
C 1.49934 -1.99632 1.21710 -0.09 -0.09 0.04
N 0.16214 -1.45435 0.92943 -0.03 0.00 0.08
C -0.74396 -2.39887 1.19100 0.05 0.08 0.04
C -2.13825 -2.38210 1.05252 -0.12 0.02 0.10
C -2.89023 -3.47399 1.52069 0.05 0.08 0.00
C -2.29020 -4.57077 2.10547 0.02 -0.04 -0.02
C -0.87711 -4.62746 2.19864 -0.03 -0.01 0.04
C -0.13710 -3.57705 1.73370 -0.03 -0.05 -0.02
N 1.25228 -3.39827 1.65672 0.11 -0.08 0.03
H 3.14809 -2.73254 0.02181 0.06 0.03 -0.06
H 1.62610 -2.48020 -0.86701 -0.02 -0.03 0.03
H 3.54962 -0.45769 -0.06966 -0.06 -0.03 0.02
H 3.33425 -1.45261 -2.46452 -0.01 -0.01 0.08
H 3.58370 0.26227 -2.13714 0.03 0.00 -0.06
H -2.38574 -0.27247 -2.33776 -0.01 0.00 0.01
H -3.51404 1.04221 -4.13306 -0.01 0.01 0.00
H -2.20055 2.18152 -5.86869 0.00 0.01 -0.01
H 0.27167 2.04482 -5.89625 0.01 0.00 -0.01
H 2.42908 0.94479 -4.24087 -0.01 0.02 0.04
H -2.62064 -1.53060 0.58401 0.00 0.02 0.02
H -3.97016 -3.45230 1.41663 -0.01 0.00 -0.01
H -2.88883 -5.40113 2.45765 0.00 -0.01 0.01
H -0.39094 -5.50072 2.62126 0.01 -0.01 0.01
H 1.78507 -3.67283 2.46891 -0.06 0.04 0.01
O -1.63368 3.68985 0.29531 0.15 0.00 -0.14
C -0.67767 2.85683 -0.07958 -0.19 0.15 -0.03
O -0.71227 1.67133 0.16200 0.10 -0.21 0.05
C 0.42029 3.51487 -0.88121 0.05 -0.06 0.00
O 1.49967 2.62847 -1.06863 -0.02 0.04 -0.07
C 2.72749 3.15819 -0.57092 -0.11 -0.06 -0.06
C 2.67040 3.49244 0.93058 -0.03 0.14 0.04
O 3.30600 4.48159 1.29286 0.12 -0.01 0.06
O 1.96047 2.71970 1.64196 -0.25 -0.16 -0.11
H -2.23706 3.18711 0.90808 0.04 0.02 0.04
H 0.71781 4.43055 -0.36412 0.01 0.00 -0.01
H -0.00760 3.79619 -1.85151 0.00 -0.01 0.03
H 3.02382 4.05082 -1.12946 -0.02 -0.02 0.01
H 3.47337 2.37575 -0.72168 0.05 -0.02 -0.06
C 2.19948 -1.05624 2.19921 -0.07 -0.29 -0.08
H 1.81362 -1.22687 3.20808 -0.03 0.06 0.00
H 3.29080 -1.16104 2.21542 0.00 0.00 0.00
N -1.98827 -0.61651 3.98012 0.00 -0.37 -0.07
C -3.02738 0.21800 3.39909 -0.12 0.05 0.09
C -2.39315 1.42695 2.73809 0.27 -0.16 -0.17
O -3.01695 2.22412 2.06946 -0.20 0.07 0.04
O -1.09764 1.52872 2.94985 0.01 0.24 0.05
H -2.30645 -1.08620 4.81698 0.04 0.06 -0.03
H -0.86614 0.74643 3.51225 -0.01 -0.03 0.07
H -1.70796 -1.34156 3.31542 -0.04 0.04 0.00
H -3.68522 0.60931 4.17841 -0.02 -0.05 -0.01
H -3.65259 -0.28082 2.65451 0.05 -0.01 0.00

---

# 4
10
Properties=species:S:1:pos:R:3:forces:R:3 method="wB97M-V/def2-TZVPD" de_lowest_ev=0.184 e_lumo_ev=3.23 total_charge=-1 multiplicity=1 e_homo_ev=-5.29
C 0.91957 0.56343 -0.19004 -2.87 -1.61 0.18
O -0.23632 -1.57852 -0.21002 0.47 -0.39 -0.27
O 2.11588 -1.59269 0.72764 0.18 -0.12 0.40
O -1.94436 -0.13263 -1.18727 0.08 -0.31 -0.06
O -1.72973 -0.35796 1.31747 0.05 -0.34 0.11
S 1.29797 -1.20668 -0.42554 -0.09 0.42 -0.14
S -1.18421 -0.04924 0.02930 2.32 0.99 -0.29
Cl -1.49185 2.14617 0.24925 -0.18 1.33 0.16
H 0.99686 1.20730 -1.04963 -0.12 0.11 -0.27
H 1.25619 1.00081 0.73884 0.16 -0.09 0.17

---

# 5
88
Properties=species:S:1:pos:R:3:forces:R:3 method="wB97M-V/def2-TZVPD" e_lumo_ev=-0.90 smiles="O=C(F)N(C(=O)F)c1cc(P(O)Cl)c(CCCCl)c2nccnc12.FC(F)C(F)(F)COC(F)(F)C(F)F.FC(F)C(F)(F)COC(F)(F)C(F)F.FC(F)C(F)(F)COC(F)(F)C(F)F" multiplicity=1 e_homo_ev=-9.36
O -0.56214 -7.56912 4.61690 -0.50 0.00 -0.20
C -1.40284 -7.10985 3.91981 -0.04 -0.21 0.23
F -2.62614 -6.81242 4.36175 0.34 0.11 -0.14
N -1.26726 -6.78393 2.54608 0.96 0.18 0.36
C -0.40239 -7.70890 1.90504 -0.42 -0.63 -0.30
O -0.63079 -8.86301 1.77407 0.35 0.65 0.16
F 0.71736 -7.13123 1.44222 -0.31 -0.09 0.01
C -0.99326 -5.38718 2.30977 -0.34 -0.20 -0.09
C -0.58719 -4.53875 3.28309 0.13 0.35 0.05
C -0.35723 -3.15651 3.01733 -0.40 -0.50 0.17
P 0.21482 -2.11465 4.43219 0.32 0.22 0.09
O -0.71934 -0.79365 4.28445 -0.07 -0.20 -0.12
Cl -0.77257 -3.08611 5.98702 -0.04 -0.05 0.02
C -0.49697 -2.67285 1.73497 0.08 0.41 0.01
C -0.18694 -1.24494 1.36220 -0.03 0.15 -0.05
C 1.29355 -0.90339 1.52251 0.08 0.29 -0.35
C 2.15676 -1.42365 0.38593 0.22 -0.03 0.30
Cl 1.71839 -0.71221 -1.19085 -0.06 0.04 -0.08
C -0.91219 -3.56691 0.70279 0.09 -0.03 0.27
N -1.03554 -3.09454 -0.56443 0.02 -0.05 0.13
C -1.40300 -3.95535 -1.45988 -0.11 -0.09 -0.40
C -1.69043 -5.30941 -1.15783 -0.04 0.04 -0.35
N -1.58477 -5.79218 0.03967 0.10 -0.07 0.20
C -1.17829 -4.91692 0.99159 -0.06 0.04 -0.07
H -0.42644 -4.89092 4.28998 -0.02 -0.15 0.05
H -1.60276 -1.02018 3.96169 -0.09 0.19 0.10
H -0.79777 -0.55012 1.93582 0.12 -0.05 0.11
H -0.45192 -1.06844 0.32387 -0.05 -0.12 -0.05
H 1.40790 0.17927 1.55686 -0.03 0.04 0.04
H 1.73113 -1.28966 2.44637 -0.09 -0.03 0.08
H 2.11206 -2.50462 0.28329 -0.09 -0.06 -0.07
H 3.18976 -1.14156 0.56998 0.07 -0.07 -0.07
H -1.48898 -3.61370 -2.48395 -0.02 0.06 -0.06
H -2.00988 -5.97525 -1.94937 -0.02 -0.08 -0.03
F 1.37641 4.73246 0.31003 -0.02 -0.04 0.06
C 0.74731 5.91192 0.13846 -0.03 0.12 -0.16
F 1.67251 6.83362 -0.21229 -0.01 -0.01 0.01
C 0.07063 6.36911 1.43337 0.16 -0.07 0.37
F 1.00177 6.60168 2.38387 0.02 -0.05 -0.06
F -0.50688 7.56646 1.13445 -0.08 0.01 -0.08
C -1.04799 5.48493 2.00798 -0.46 -0.03 0.15
O -0.70047 4.63199 3.08839 0.52 0.13 -0.09
C -0.22213 3.36845 2.89560 -0.33 0.07 -0.03
F -0.26358 2.99193 1.60444 0.07 0.01 -0.03
F -1.02751 2.51998 3.57931 -0.03 -0.07 0.00
C 1.18437 3.19661 3.48085 0.09 0.00 0.09
F 2.05115 4.03631 2.88710 -0.01 0.00 -0.07
F 1.59119 1.92789 3.24568 0.03 -0.03 0.05
H 0.01437 5.82256 -0.66804 -0.01 -0.02 0.01
H -1.75272 6.18476 2.45083 0.03 0.04 0.02
H -1.59167 4.95367 1.23103 0.22 -0.09 -0.14
H 1.17840 3.38790 4.55524 -0.06 -0.03 0.00
F -3.64600 8.29586 -2.58433 -0.06 -0.05 -0.05
C -3.39210 8.08479 -1.28024 0.08 0.10 0.14
F -2.11109 8.43398 -1.03907 0.00 -0.02 0.00
C -3.57400 6.60608 -0.92598 -0.03 -0.34 -0.26
F -2.66234 5.85586 -1.58255 0.03 0.07 0.01
F -3.28436 6.50264 0.40990 -0.13 0.20 -0.03
C -4.97600 5.99767 -1.09454 -0.43 -0.16 0.32
O -5.21784 5.23392 -2.25881 0.50 0.15 -0.20
C -5.67251 5.79366 -3.42405 -0.21 -0.05 0.24
F -5.98690 7.09176 -3.27728 0.07 0.03 -0.01
F -6.80643 5.14398 -3.76667 -0.07 0.00 -0.03
C -4.68079 5.57821 -4.57348 0.05 -0.06 -0.09
F -3.49849 6.15472 -4.28474 0.00 0.05 0.02
F -5.17755 6.15380 -5.68894 -0.01 0.00 -0.01
H -4.05142 8.71036 -0.67221 -0.01 -0.01 -0.01
H -5.05750 5.27266 -0.28607 0.03 -0.02 -0.01
H -5.75583 6.73995 -0.92245 0.11 0.15 -0.13
H -4.53049 4.51089 -4.74546 -0.03 0.00 0.01
F 3.23730 -4.43414 -1.55658 -0.01 0.06 -0.10
C 4.24245 -4.90436 -0.79394 0.01 -0.13 0.15
F 4.11911 -4.35655 0.43874 0.01 0.01 -0.01
C 5.61083 -4.51648 -1.36539 0.01 0.35 -0.22
F 5.75295 -3.17606 -1.34157 -0.05 -0.01 0.01
F 6.51735 -5.04110 -0.49003 0.00 -0.13 0.02
C 5.99777 -5.06510 -2.75013 0.32 -0.41 -0.21
O 5.85784 -4.20312 -3.86543 -0.27 0.35 0.35
C 4.69381 -4.11430 -4.58018 0.21 -0.25 -0.06
F 3.78219 -5.02132 -4.18465 -0.05 0.05 0.07
F 4.98734 -4.38401 -5.87221 -0.01 -0.04 -0.07
C 4.12225 -2.69256 -4.54443 0.02 0.12 -0.04
F 3.86028 -2.33946 -3.27546 -0.08 -0.01 0.08
F 2.96907 -2.66575 -5.25032 -0.01 -0.03 0.01
H 4.15438 -5.99024 -0.70413 0.00 0.00 -0.02
H 7.07156 -5.23143 -2.68361 0.01 0.05 0.02
H 5.54571 -6.04032 -2.93202 -0.20 0.07 0.07
H 4.82962 -1.98389 -4.97891 0.03 -0.05 -0.02